No. 1
The following is a DFT calculation (ωB97M-V/def2-TZVPD) of a structure of composition C6H10O.

Properties
charge: 0
Kohn-Sham gap: 9.37 eV
highest occupied orbital energy: -9.04 eV
lowest unoccupied orbital energy: 0.32 eV

Each line ends with the natural charge from an NBO analysis.
Cartesian coordinates (Å):
C -0.445 1.931 1.036  -0.61
C -0.901 0.484 0.852  -0.42
C 0.261 -0.464 0.603  0.11
O -0.208 -1.826 0.519  -0.64
C 0.953 -1.858 -1.034  0.04
C 0.182 -0.952 -1.898  -0.51
C 0.952 -0.379 -0.737  -0.34
H 0.082 2.301 0.150  0.20
H 0.231 2.033 1.892  0.20
H -1.296 2.597 1.211  0.22
H -1.600 0.409 0.011  0.20
H -1.444 0.140 1.741  0.21
H 0.996 -0.358 1.418  0.17
H 0.652 -2.503 -0.021  0.42
H 0.679 -0.765 -2.848  0.25
H -0.899 -1.048 -1.958  0.25
H 1.806 0.260 -0.935  0.23

Atoms 1-6, force components in eV/Å:
0.061 0.064 0.004
-0.044 -0.019 -0.029
-0.036 0.186 -0.010
-0.049 -0.138 -0.021
-0.002 0.192 -0.248
-0.074 -0.079 -0.102


No. 2
The following is a DFT calculation (ωB97M-V/def2-TZVPD) of a structure of composition C6H10O.

Properties
charge: 0
Kohn-Sham gap: 8.98 eV
highest occupied orbital energy: -8.17 eV
lowest unoccupied orbital energy: 0.82 eV

Each line ends with the natural charge from an NBO analysis.
Cartesian coordinates (Å):
C 2.288 0.111 -0.029  -0.64
C 0.821 -0.133 0.007  0.01
C 0.179 -1.153 0.575  -0.26
C -1.245 -1.062 0.344  -0.36
C -1.486 0.152 -0.521  -0.48
C -0.146 0.872 -0.569  0.06
O -0.124 2.097 0.143  -0.71
H 2.511 1.122 0.332  0.23
H 2.679 0.048 -1.052  0.22
H 2.841 -0.609 0.582  0.22
H 0.642 -1.973 1.110  0.22
H -2.494 -1.120 1.246  0.16
H -2.232 -2.032 0.038  0.24
H -1.796 -0.192 -1.512  0.22
H -2.271 0.836 -0.173  0.23
H 0.108 1.160 -1.593  0.18
H -0.277 1.875 1.072  0.46

Atoms 1-6, force components in eV/Å:
0.341 0.026 0.057
0.167 0.181 0.022
0.045 -0.982 0.747
-8.668 -2.543 0.860
-0.664 0.182 -0.532
0.123 0.001 -0.724


No. 3
The following is a DFT calculation (ωB97M-V/def2-TZVPD) of a structure of composition C6H10O.

Properties
charge: 0
Kohn-Sham gap (alpha / beta): 7.67 / 7.67 eV
highest occupied orbital energy (alpha / beta): -6.76 / -6.76 eV
lowest unoccupied orbital energy (alpha / beta): 0.91 / 0.91 eV

Each line ends with the natural charge from an NBO analysis.
Cartesian coordinates (Å):
O 0.699 -0.799 1.199  -0.67
C 1.261 -0.543 -0.248  -0.03
C 0.333 -1.300 -1.034  -0.66
C -1.087 -0.581 0.795  -0.08
C -1.286 0.785 0.161  -0.51
C -0.032 1.529 -0.246  -0.17
C 1.143 0.935 -0.454  -0.23
H 1.054 -0.127 1.830  0.48
H 2.292 -0.898 -0.116  0.20
H 0.483 -2.376 -1.102  0.20
H -0.086 -0.833 -1.917  0.20
H -1.249 -0.571 1.877  0.17
H -1.628 -1.405 0.346  0.23
H -1.899 0.654 -0.742  0.24
H -1.863 1.425 0.845  0.21
H -0.144 2.599 -0.416  0.21
H 2.009 1.508 -0.780  0.22

Atoms 1-6, force components in eV/Å:
-0.133 0.199 0.329
0.151 0.063 -0.179
0.253 -0.106 -0.272
-0.140 0.155 0.241
0.029 -0.018 0.039
0.120 -0.059 -0.079


No. 4
The following is a DFT calculation (ωB97M-V/def2-TZVPD) of an isolated molecule of C6H10O.

Properties
charge: 0
Kohn-Sham gap: 6.60 eV
highest occupied orbital energy: -8.29 eV
lowest unoccupied orbital energy: -1.69 eV

Each line ends with the natural charge from an NBO analysis.
Cartesian coordinates (Å):
C 2.640 0.219 -0.332  -0.30
C 1.339 0.113 -0.113  -0.08
C 0.333 -0.059 -1.117  0.04
C -0.840 -0.730 -0.884  -0.52
C -2.123 0.160 -0.112  0.07
O -2.148 -0.133 1.126  -0.65
C 0.835 0.445 1.299  -0.65
H 3.380 0.500 0.393  0.21
H 0.762 0.003 -2.122  0.21
H 3.011 -0.150 -1.290  0.19
H -1.286 -1.151 -1.770  0.24
H -0.606 -1.485 -0.152  0.27
H -1.877 1.229 -0.269  0.12
H -2.997 -0.029 -0.749  0.16
H 0.113 -0.257 1.701  0.26
H 0.225 1.351 1.183  0.22
H 1.694 0.725 1.909  0.21

Atoms 1-6, force components in eV/Å:
0.611 -0.947 -1.702
-0.917 1.420 2.650
1.715 -1.674 -1.107
1.202 -1.317 -1.162
-1.223 2.456 2.403
-0.244 -0.478 -0.511


No. 5
The following is a DFT calculation (ωB97M-V/def2-TZVPD) of a structure of composition C6H10O.

Properties
charge: 0
Kohn-Sham gap: 8.94 eV
highest occupied orbital energy: -8.28 eV
lowest unoccupied orbital energy: 0.66 eV

Each line ends with the natural charge from an NBO analysis.
Cartesian coordinates (Å):
C 1.806 0.550 -0.054  -0.63
C 1.003 -0.736 0.010  -0.28
C -0.116 -0.746 1.100  -0.41
C -1.134 -0.313 -0.005  0.15
O -2.429 -0.799 -0.067  -0.70
C -0.859 1.083 -0.348  -0.54
C -0.086 -0.584 -0.993  -0.05
H 2.206 0.731 -1.062  0.20
H 2.665 0.545 0.648  0.21
H 0.834 1.260 -0.085  0.26
H 1.637 -1.629 -0.041  0.23
H 0.021 -0.076 1.958  0.20
H -0.349 -1.757 1.438  0.22
H -2.970 -0.099 0.322  0.47
H -1.275 1.508 -1.246  0.22
H -0.891 1.805 0.498  0.23
H -0.062 -0.742 -2.073  0.23

Atoms 1-6, force components in eV/Å:
-0.495 0.597 -0.079
0.103 0.051 -0.044
-0.120 -0.039 0.175
-0.137 -0.114 0.086
-0.536 -0.343 0.330
-1.038 -0.528 -0.456


No. 6
The following is a DFT calculation (ωB97M-V/def2-TZVPD) of an isolated molecule of C6H10O.

Properties
charge: 0
Kohn-Sham gap: 10.33 eV
highest occupied orbital energy: -9.31 eV
lowest unoccupied orbital energy: 1.02 eV
SMILES string: O[C@@H]1C=CCCC1

Each line ends with the natural charge from an NBO analysis.
Cartesian coordinates (Å):
O -1.568 -0.752 0.832  -0.73
C -0.742 -1.158 -0.263  0.02
C -0.804 0.065 -1.169  -0.41
C -0.543 1.258 0.060  -0.38
C 0.955 1.133 0.411  -0.47
C 1.461 -0.294 0.428  -0.16
C 0.721 -1.349 0.083  -0.25
H -1.115 -0.933 1.652  0.47
H -1.216 -2.089 -0.588  0.19
H -1.716 0.041 -1.810  0.22
H 0.025 0.061 -1.923  0.20
H -1.067 1.319 1.055  0.23
H -0.823 2.189 -0.410  0.20
H 1.487 1.665 -0.380  0.22
H 1.262 1.614 1.360  0.22
H 2.512 -0.432 0.684  0.20
H 1.169 -2.337 -0.022  0.21

Atoms 1-6, force components in eV/Å:
-0.540 -1.393 0.716
0.035 -0.034 0.050
-0.042 0.695 1.032
0.133 -0.081 -1.247
0.053 0.019 -0.344
-0.057 -0.046 -0.078


Across the entries above, relative energy (zero: lowest compared OMol25 entry of this formula, charge and spin) takes the values 113.18 85.10 114.28 102.91 95.70 40.62 kcal/mol, respectively.